(1)
# C54H43N4P3SSe2SnTe

C54H43N4P3SSe2SnTe as an isolated structure (ωB97M-V/def2-TZVPD, the Open Molecules 2025 dataset).

Results
Frontier orbital gap = 6.55 eV
Relative energy (zero: lowest compared OMol25 entry of this formula, charge and spin) = 2.968 eV

```
! wB97M-V def2-TZVPD RIJCOSX def2/J DEFGRID3
* xyz 2 1
Sn 0.462 -1.335 0.552
N 0.177 -4.823 3.104
C 0.788 -4.561 4.361
C 1.317 -5.606 5.096
C 1.932 -5.344 6.313
C 2.024 -4.041 6.776
C 1.502 -2.996 6.024
C 0.873 -3.262 4.821
S 0.111 -1.943 3.933
N -0.050 -2.611 2.362
C -0.092 -3.898 2.176
C -0.492 -4.383 0.823
C -0.836 -5.698 0.561
C -1.191 -6.051 -0.735
C -1.178 -5.082 -1.719
C -0.833 -3.788 -1.365
N -0.521 -3.442 -0.122
H 0.204 -5.783 2.802
H 1.253 -6.621 4.723
H 2.340 -6.160 6.893
H 2.502 -3.832 7.723
H 1.573 -1.979 6.388
H -0.860 -6.453 1.334
H -1.466 -7.071 -0.963
H -1.431 -5.311 -2.744
H -0.787 -3.010 -2.117
Se 1.223 1.345 -2.475
P 3.223 0.357 -3.142
Se 2.563 -1.942 -0.328
C 3.662 1.496 -4.485
C 4.824 2.241 -4.278
C 5.259 3.144 -5.242
C 4.530 3.303 -6.409
C 3.372 2.560 -6.624
C 2.940 1.658 -5.670
C 2.463 -1.023 -4.075
C 3.397 -1.868 -4.677
C 2.985 -2.959 -5.424
C 1.632 -3.223 -5.581
C 0.696 -2.392 -4.984
C 1.109 -1.300 -4.232
H 5.400 2.102 -3.370
H 6.166 3.711 -5.084
H 4.868 4.000 -7.164
H 2.816 2.685 -7.543
H 2.050 1.066 -5.849
H 4.458 -1.674 -4.563
H 3.721 -3.603 -5.885
H 1.310 -4.068 -6.175
H -0.361 -2.583 -5.123
H 0.344 -0.676 -3.782
Te -2.380 1.626 3.533
C -3.113 3.391 2.621
C -2.348 4.551 2.585
C -2.813 5.634 1.848
N -3.962 5.629 1.178
C -4.715 4.537 1.263
C -4.339 3.399 1.969
C -1.246 0.965 1.926
P 0.481 1.141 1.720
C 1.320 2.012 3.077
C 1.508 1.376 4.305
C 2.104 2.039 5.364
C 2.532 3.350 5.214
C 2.362 3.991 3.998
C 1.761 3.331 2.937
C 0.804 2.276 0.313
C 0.037 3.375 0.124
C 0.325 4.354 -0.889
C 1.373 4.203 -1.720
C 2.185 3.007 -1.639
C 1.902 2.022 -0.606
P -1.792 -0.104 0.693
C -2.052 0.674 -0.928
C -2.504 1.991 -0.979
C -2.728 2.605 -2.202
C -2.508 1.905 -3.383
C -2.066 0.589 -3.340
C -1.837 -0.019 -2.115
C -3.298 -1.004 1.069
C -4.416 -0.906 0.242
C -5.582 -1.579 0.577
C -5.632 -2.352 1.727
C -4.520 -2.451 2.554
C -3.355 -1.779 2.230
H -1.404 4.616 3.112
H -2.232 6.549 1.797
H -5.662 4.564 0.736
H -4.992 2.535 1.991
H 1.190 0.355 4.435
H 2.239 1.532 6.310
H 2.999 3.868 6.040
H 2.698 5.012 3.871
H 1.641 3.859 2.005
H -0.796 3.561 0.794
H -0.298 5.237 -0.945
H 1.626 4.943 -2.466
H 3.165 3.008 -2.102
H 2.672 1.304 -0.336
H -2.682 2.532 -0.057
H -3.083 3.628 -2.234
H -2.688 2.383 -4.336
H -1.907 0.042 -4.261
H -1.490 -1.047 -2.085
H -4.382 -0.305 -0.657
H -6.452 -1.495 -0.060
H -6.545 -2.871 1.987
H -4.569 -3.040 3.460
H -2.505 -1.824 2.896
*
```

Löwdin population analysis, charges in e, atoms 1 to 99:
1. Sn 0.51
2. N 0.16
3. C -0.22
4. C 0.00
5. C -0.05
6. C -0.05
7. C -0.08
8. C -0.43
9. S 1.01
10. N -0.37
11. C -0.33
12. C -0.19
13. C 0.03
14. C -0.01
15. C 0.00
16. C -0.09
17. N -0.01
18. H 0.14
19. H 0.12
20. H 0.12
21. H 0.12
22. H 0.11
23. H 0.12
24. H 0.13
25. H 0.12
26. H 0.10
27. Se 1.04
28. P 0.90
29. Se 0.03
30. C -0.47
31. C -0.12
32. C -0.06
33. C -0.06
34. C -0.06
35. C -0.09
36. C -0.47
37. C -0.09
38. C -0.05
39. C -0.06
40. C -0.08
41. C -0.14
42. H 0.10
43. H 0.11
44. H 0.12
45. H 0.11
46. H 0.11
47. H 0.11
48. H 0.12
49. H 0.11
50. H 0.11
51. H 0.02
52. Te 1.30
53. C -0.56
54. C -0.15
55. C -0.14
56. N 0.07
57. C -0.14
58. C -0.13
59. C -1.04
60. P 0.83
61. C -0.34
62. C -0.11
63. C -0.06
64. C -0.05
65. C -0.06
66. C -0.08
67. C -0.39
68. C -0.08
69. C -0.02
70. C -0.06
71. C -0.33
72. C -0.36
73. P 0.79
74. C -0.38
75. C -0.08
76. C -0.04
77. C -0.05
78. C -0.10
79. C -0.15
80. C -0.35
81. C -0.07
82. C -0.06
83. C -0.05
84. C -0.06
85. C -0.12
86. H 0.09
87. H 0.11
88. H 0.11
89. H 0.10
90. H 0.03
91. H 0.11
92. H 0.12
93. H 0.11
94. H 0.09
95. H 0.09
96. H 0.13
97. H 0.13
98. H 0.10
99. H 0.09


(2)
# C54H44IN6PPdS

C54H44IN6PPdS as an isolated structure (ωB97M-V/def2-TZVPD, the Open Molecules 2025 dataset).

Results
Frontier orbital gap = 5.87 eV
Relative energy (zero: lowest compared OMol25 entry of this formula, charge and spin) = 2.505 eV

```
! wB97M-V def2-TZVPD RIJCOSX def2/J DEFGRID3
* xyz 0 1
Pd -1.420 -0.912 0.370
C -0.148 -3.209 -4.163
N -0.177 -3.052 -2.716
C -0.893 -2.151 -1.999
N -0.937 -2.576 -0.727
C -0.210 -3.742 -0.609
C 0.261 -4.052 -1.850
C 1.043 -5.211 -2.331
C 0.426 -6.442 -2.544
C 1.165 -7.525 -2.999
C 2.524 -7.386 -3.247
C 3.145 -6.162 -3.037
C 2.407 -5.079 -2.579
C -0.139 -4.519 0.638
C 0.960 -5.323 0.930
C 0.992 -6.060 2.105
C -0.068 -5.997 2.999
C -1.162 -5.190 2.715
C -1.200 -4.460 1.538
P -1.693 -0.300 -1.785
C -2.487 1.273 -1.004
N -2.601 1.017 0.309
C -2.648 2.233 0.958
C -2.555 3.227 0.023
N -2.475 2.604 -1.211
C -2.181 3.235 -2.485
C -2.471 4.686 0.214
C -3.362 5.565 -0.402
C -3.252 6.933 -0.197
C -2.257 7.434 0.631
C -1.368 6.564 1.249
C -1.470 5.197 1.039
C -2.738 2.380 2.423
C -3.691 3.224 2.991
C -3.769 3.367 4.368
C -2.902 2.660 5.191
C -1.953 1.816 4.631
C -1.864 1.684 3.252
C -0.114 0.638 -1.952
N 0.168 1.341 -0.877
C 1.418 1.857 -1.041
C 1.912 1.458 -2.261
N 0.916 0.691 -2.841
C 0.935 0.151 -4.185
C 3.223 1.716 -2.883
C 3.342 2.272 -4.156
C 4.591 2.525 -4.702
C 5.739 2.237 -3.977
C 5.631 1.696 -2.702
C 4.382 1.434 -2.159
C 2.006 2.718 0.004
C 1.986 2.285 1.330
C 2.471 3.107 2.337
C 2.981 4.363 2.028
C 3.002 4.797 0.710
C 2.511 3.979 -0.299
H -0.845 -2.507 -4.612
H -0.461 -4.219 -4.420
H 0.856 -3.047 -4.554
H -0.632 -6.546 -2.335
H 0.679 -8.480 -3.155
H 3.100 -8.232 -3.599
H 4.206 -6.052 -3.221
H 2.890 -4.125 -2.398
H 1.802 -5.357 0.250
H 1.855 -6.675 2.327
H -0.035 -6.561 3.923
H -1.980 -5.109 3.422
H -2.046 -3.822 1.325
H -1.947 4.282 -2.319
H -3.030 3.160 -3.163
H -1.318 2.751 -2.941
H -4.152 5.169 -1.031
H -3.950 7.608 -0.676
H -2.175 8.501 0.795
H -0.587 6.950 1.893
H -0.770 4.513 1.506
H -4.375 3.764 2.346
H -4.515 4.023 4.800
H -2.969 2.763 6.267
H -1.279 1.251 5.263
H -1.117 1.028 2.823
H 0.846 0.943 -4.928
H 0.087 -0.510 -4.300
H 1.859 -0.396 -4.361
H 2.450 2.533 -4.715
H 4.669 2.960 -5.690
H 6.714 2.439 -4.401
H 6.522 1.476 -2.128
H 4.293 1.012 -1.165
H 1.568 1.314 1.570
H 2.447 2.767 3.365
H 3.358 5.004 2.815
H 3.391 5.778 0.467
H 2.512 4.319 -1.329
S -0.026 -1.354 2.221
C -1.015 -1.957 3.552
C -2.400 -1.759 3.624
C -3.139 -2.264 4.684
C -2.518 -2.973 5.702
C -1.144 -3.166 5.647
C -0.401 -2.668 4.587
H -2.892 -1.202 2.840
H -4.210 -2.096 4.713
H -3.096 -3.367 6.530
H -0.644 -3.719 6.434
H 0.668 -2.842 4.542
I -3.036 -0.318 -3.854
*
```

Löwdin population analysis, charges in e, atoms 1 to 99:
1. Pd 0.59
2. C -0.02
3. N -0.05
4. C -0.38
5. N -0.07
6. C -0.16
7. C -0.13
8. C -0.20
9. C -0.02
10. C -0.07
11. C -0.08
12. C -0.08
13. C -0.04
14. C -0.18
15. C -0.03
16. C -0.08
17. C -0.08
18. C -0.08
19. C -0.06
20. P 0.50
21. C -0.49
22. N 0.02
23. C -0.18
24. C -0.12
25. N -0.05
26. C -0.01
27. C -0.18
28. C -0.04
29. C -0.08
30. C -0.09
31. C -0.07
32. C -0.01
33. C -0.17
34. C -0.03
35. C -0.08
36. C -0.09
37. C -0.07
38. C -0.04
39. C -0.44
40. N 0.13
41. C -0.17
42. C -0.11
43. N -0.03
44. C -0.01
45. C -0.17
46. C -0.04
47. C -0.08
48. C -0.09
49. C -0.07
50. C -0.02
51. C -0.17
52. C -0.02
53. C -0.07
54. C -0.09
55. C -0.09
56. C -0.03
57. H 0.04
58. H 0.10
59. H 0.09
60. H 0.12
61. H 0.10
62. H 0.10
63. H 0.10
64. H 0.12
65. H 0.11
66. H 0.10
67. H 0.10
68. H 0.11
69. H 0.10
70. H 0.09
71. H 0.08
72. H 0.08
73. H 0.12
74. H 0.10
75. H 0.10
76. H 0.10
77. H 0.12
78. H 0.12
79. H 0.10
80. H 0.10
81. H 0.11
82. H 0.05
83. H 0.09
84. H 0.02
85. H 0.10
86. H 0.11
87. H 0.10
88. H 0.10
89. H 0.11
90. H 0.12
91. H 0.09
92. H 0.11
93. H 0.10
94. H 0.10
95. H 0.12
96. S 0.56
97. C -0.69
98. C -0.15
99. C -0.10


no.,LUMO (eV)
1,-5.50
2,-0.77